No. 1
{
  "formula": "C19H14ClN3O3S2",
  "method": "wB97M-V/def2-TZVPD",
  "smiles": "COc1ccc(-c2nc(CS(=O)(=O)c3cccc(Cl)c3)nc3ccsc23)cn1",
  "gap_ha": 0.30483,
  "elements": ["C", "O", "C", "C", "C", "C", "C", "N", "C", "C", "S", "O", "O", "C", "C", "C", "C", "C", "Cl", "C", "N", "C", "C", "C", "S", "C", "C", "N", "H", "H", "H", "H", "H", "H", "H", "H", "H", "H", "H", "H", "H", "H"],
  "positions_angstrom": [[4.305, 4.014, -4.523], [4.321, 2.868, -3.582], [3.226, 2.704, -2.719], [3.068, 1.405, -2.274], [2.158, 1.121, -1.242], [1.262, 2.141, -0.788], [0.210, 1.920, 0.199], [-0.398, 0.704, 0.053], [-1.263, 0.244, 0.992], [-2.135, -0.875, 0.788], [-0.982, -2.062, 0.113], [0.331, -2.274, 0.910], [-0.907, -2.003, -1.327], [-1.969, -3.575, 0.505], [-2.183, -3.912, 1.849], [-2.635, -5.181, 2.236], [-2.759, -6.075, 1.174], [-2.588, -5.767, -0.167], [-2.808, -6.980, -1.393], [-2.428, -4.412, -0.425], [-1.492, 0.850, 2.126], [-0.756, 1.930, 2.368], [-0.803, 2.641, 3.543], [-0.168, 3.851, 3.572], [0.659, 4.148, 2.065], [0.021, 2.605, 1.439], [1.543, 3.460, -1.370], [2.488, 3.753, -2.212], [4.197, 3.639, -5.479], [5.219, 4.608, -4.525], [3.477, 4.708, -4.261], [3.660, 0.542, -2.578], [2.108, 0.132, -0.781], [-2.885, -0.637, 0.077], [-2.491, -1.198, 1.772], [-1.900, -3.311, 2.704], [-2.901, -5.401, 3.279], [-3.098, -7.040, 1.372], [-2.273, -4.274, -1.446], [-1.404, 2.256, 4.436], [-0.003, 4.456, 4.496], [0.976, 4.277, -0.977]],
  "mulliken_charge": [-0.639, -0.353, 0.519, -0.556, -0.257, 0.375, 0.363, -0.426, 0.255, -0.463, 1.597, -0.656, -0.685, -0.112, -0.242, -0.789, -0.305, 0.118, -0.195, -0.388, -0.565, 0.093, -0.510, -0.291, -0.132, 0.272, -0.539, -0.551, 0.266, 0.227, 0.322, 0.377, 0.434, 0.286, 0.350, 0.358, 0.375, 0.427, 0.453, 0.301, 0.394, 0.492]
}

***

No. 2
{
  "formula": "C19H14ClN5O5S3SeTi",
  "method": "wB97M-V/def2-TZVPD",
  "multiplicity": 3,
  "s2": 2.016,
  "total_charge": -2,
  "gap_ha": [0.16818, 0.24680],
  "elements": ["Ti", "O", "C", "O", "C", "C", "Cl", "N", "N", "C", "C", "O", "O", "C", "C", "C", "C", "C", "C", "H", "H", "H", "H", "H", "H", "Se", "C", "N", "C", "C", "C", "C", "N", "C", "S", "N", "H", "H", "H", "H", "H", "C", "O", "C", "S", "S", "H", "H", "H"],
  "positions_angstrom": [[-0.752, -0.175, -0.064], [3.205, 0.991, -4.172], [3.503, 1.688, -3.099], [4.435, 2.471, -3.107], [2.657, 1.478, -1.871], [2.891, 2.097, -0.695], [4.080, 3.292, -0.378], [1.944, 1.743, 0.245], [1.023, 0.857, -0.333], [1.475, 0.683, -1.632], [0.763, -0.300, -2.422], [1.094, -0.629, -3.583], [-0.242, -0.870, -1.802], [1.848, 2.150, 1.622], [2.985, 2.309, 2.408], [2.869, 2.671, 3.751], [1.626, 2.865, 4.329], [0.498, 2.700, 3.542], [0.609, 2.351, 2.204], [2.405, 0.351, -4.031], [3.963, 2.119, 1.996], [3.771, 2.779, 4.347], [1.537, 3.129, 5.378], [-0.494, 2.847, 3.961], [-0.265, 2.279, 1.620], [-1.866, 1.735, -1.627], [-1.282, 3.238, -0.736], [-0.902, 4.196, -0.194], [-6.262, -2.568, -0.983], [-4.836, -2.211, -0.660], [-3.778, -2.969, -1.175], [-2.513, -2.519, -0.914], [-2.290, -1.448, -0.163], [-3.359, -0.808, 0.399], [-2.941, 0.478, 1.437], [-4.658, -1.177, 0.111], [-6.557, -3.493, -0.475], [-6.381, -2.727, -2.057], [-6.922, -1.763, -0.658], [-3.949, -3.845, -1.792], [-1.639, -2.998, -1.310], [1.988, -3.170, -0.695], [1.164, -2.320, 0.114], [1.078, -2.459, 1.463], [1.930, -3.646, 2.297], [-0.006, -1.308, 2.121], [1.752, -2.882, -1.719], [1.766, -4.214, -0.516], [3.036, -3.001, -0.484]],
  "lowdin_spin": [1.206, -0.002, 0.000, 0.002, 0.015, 0.042, 0.009, 0.080, 0.143, 0.180, 0.093, 0.096, 0.018, 0.006, 0.010, 0.000, 0.011, 0.001, 0.019, -0.001, 0.001, 0.000, 0.001, 0.000, 0.008, -0.002, 0.002, -0.001, 0.001, 0.007, -0.001, 0.007, 0.008, 0.014, 0.003, 0.001, 0.000, 0.000, 0.000, 0.000, 0.001, 0.001, 0.009, 0.006, 0.007, -0.002, 0.000, 0.000, 0.000]
}